Entry from OMol25: a structure of composition C8H13N3O in a non-equilibrium geometry (ωB97M-V with the def2-TZVPD basis set).

XYZ file:
```
25
Properties=species:S:1:pos:R:3:forces:R:3
N -3.856850 -0.309681 1.073246 7.4 -3.5 -6.7
C -2.954070 -0.710442 0.268310 -9.0 5.1 7.3
C -1.878254 -1.048692 -0.633037 -6.5 -4.4 -3.8
N -0.728249 -0.462283 -0.420398 1.9 3.0 -0.4
C -0.206489 -0.843245 0.783757 -0.3 16.5 1.7
C 1.116473 -0.158924 1.123054 -2.0 1.6 -6.1
C 2.148784 -0.907685 0.400927 2.8 1.5 -7.3
O 3.369568 -0.836279 0.478768 -1.1 -0.6 2.1
N 1.750996 -1.262698 -1.030120 -0.7 3.5 11.1
H 0.872056 -1.228326 -1.207246 -6.5 -0.2 -2.2
H 2.402015 -1.557803 -1.517250 7.5 -3.6 -5.9
C 1.038046 1.518239 0.618217 5.6 -5.0 2.0
C 0.510531 1.457397 -0.752150 -3.0 9.4 4.9
C -0.874304 1.085047 -0.629201 2.8 -6.8 -4.0
H -1.556676 1.478814 -0.056498 -2.7 2.4 4.5
H -1.415592 1.090943 -1.530084 -0.3 0.1 -1.9
H 1.144040 1.040549 -1.370990 2.6 -1.9 -3.6
H 0.352382 2.653430 -0.758920 0.9 -1.9 -1.7
H 0.674228 2.059646 1.421314 -2.4 0.8 1.1
H 2.129648 1.863536 0.840031 -1.3 -0.7 -1.6
H 1.444993 -0.180912 2.022329 1.1 -0.1 6.6
H -0.994669 -0.129087 1.870789 1.4 -2.0 -2.6
H -0.196303 -1.632046 1.161305 -0.6 -13.2 4.4
H -1.933673 -2.160466 -0.269902 1.0 1.0 -1.9
H -2.358624 -0.819034 -1.886245 1.5 -1.2 3.8
```
Positions in Å, forces in eV/Å.

- E_HOMO: -9.4 eV
- HOMO-LUMO gap: 9.8 eV
- Energy above the lowest of the compared OMol25 structures with the same formula, charge and spin: 1025.7 kJ/mol
- 2S+1: 1
- Net charge: 0

Löwdin population analysis, charges in e, atoms 1 to 8: number 1, N, carries 0.13; number 2, C, carries -0.21; number 3, C, carries -0.31; number 4, N, carries -0.19; number 5, C, carries -0.15; number 6, C, carries -0.15; number 7, C, carries -0.36; number 8, O, carries 0.05